{
  "formula": "C40H96FGaIN2",
  "method": "ωB97M-V with the def2-TZVPD basis set",
  "gap_ha": 0.243,
  "e_lumo_ha": 0.0682,
  "e_tot_ev": -109216.927,
  "relative_energy_kcal_mol": 0.0,
  "total_charge": -1,
  "elements": ["C", "C", "N", "Ga", "N", "I", "C", "C", "F", "H", "H", "H", "H", "H", "H", "H", "H", "H", "H", "H", "H", "C", "C", "C", "C", "C", "C", "H", "H", "H", "H", "H", "H", "H", "H", "H", "H", "H", "H", "H", "H", "C", "C", "C", "C", "C", "C", "H", "H", "H", "H", "H", "H", "H", "H", "H", "H", "H", "H", "H", "H", "C", "C", "C", "C", "C", "C", "H", "H", "H", "H", "H", "H", "H", "H", "H", "H", "H", "H", "H", "H", "C", "C", "C", "C", "C", "C", "H", "H", "H", "H", "H", "H", "H", "H", "H", "H", "H", "H", "H", "H", "C", "C", "C", "C", "C", "C", "H", "H", "H", "H", "H", "H", "H", "H", "H", "H", "H", "H", "H", "H", "C", "C", "C", "C", "C", "C", "H", "H", "H", "H", "H", "H", "H", "H", "H", "H", "H", "H", "H", "H"],
  "positions_angstrom": [[5.008, -2.256, -4.749], [4.599, -1.145, -5.718], [4.803, 0.227, -5.307], [3.615, 1.032, -4.052], [3.968, 2.914, -3.992], [3.936, 0.128, -1.576], [1.663, 0.669, -4.445], [1.286, -0.783, -4.626], [1.251, 1.353, -5.642], [4.225, -2.996, -4.645], [5.880, -2.766, -5.108], [5.222, -1.858, -3.767], [3.545, -1.257, -5.952], [5.120, -1.329, -6.655], [5.785, 0.377, -5.092], [4.928, 3.067, -3.690], [3.391, 3.336, -3.267], [1.078, 1.101, -3.641], [1.332, -1.001, -5.684], [0.300, -1.033, -4.254], [2.016, -1.423, -4.152], [-4.091, -3.918, -0.261], [-2.749, -3.357, 0.206], [-2.263, -2.166, -0.617], [-2.018, -2.467, -2.096], [-1.019, -3.592, -2.357], [0.374, -3.305, -1.802], [-4.040, -4.300, -1.281], [-4.414, -4.739, 0.380], [-4.864, -3.147, -0.231], [-1.999, -4.152, 0.196], [-2.841, -3.041, 1.249], [-1.346, -1.774, -0.169], [-3.001, -1.360, -0.543], [-1.654, -1.555, -2.576], [-2.967, -2.707, -2.585], [-0.949, -3.744, -3.437], [-1.396, -4.534, -1.944], [0.776, -2.382, -2.219], [1.069, -4.109, -2.046], [0.368, -3.201, -0.716], [-2.670, 1.334, 5.666], [-3.946, 1.493, 4.844], [-5.032, 0.479, 5.199], [-4.638, -0.981, 4.972], [-4.202, -1.307, 3.546], [-5.291, -1.069, 2.503], [-2.196, 0.366, 5.501], [-1.941, 2.102, 5.406], [-2.886, 1.424, 6.734], [-3.705, 1.427, 3.781], [-4.350, 2.498, 4.999], [-5.934, 0.708, 4.624], [-5.306, 0.607, 6.251], [-5.489, -1.616, 5.238], [-3.834, -1.254, 5.661], [-3.900, -2.357, 3.508], [-3.312, -0.730, 3.282], [-6.180, -1.664, 2.726], [-4.939, -1.350, 1.510], [-5.588, -0.020, 2.460], [0.437, -5.842, -6.168], [1.718, -5.226, -5.611], [2.217, -4.026, -6.411], [2.581, -4.327, -7.864], [3.653, -5.402, -8.033], [4.983, -5.035, -7.374], [0.581, -6.232, -7.177], [0.092, -6.668, -5.543], [-0.363, -5.100, -6.210], [2.497, -5.992, -5.557], [1.543, -4.900, -4.584], [3.082, -3.594, -5.904], [1.449, -3.247, -6.395], [2.935, -3.401, -8.327], [1.685, -4.619, -8.420], [3.815, -5.570, -9.101], [3.296, -6.353, -7.628], [5.368, -4.096, -7.777], [5.734, -5.807, -7.544], [4.879, -4.909, -6.296], [-1.160, 3.786, 8.844], [-2.623, 3.698, 9.272], [-3.593, 4.265, 8.238], [-3.405, 5.748, 7.924], [-3.520, 6.685, 9.123], [-4.891, 6.645, 9.793], [-0.840, 4.819, 8.707], [-0.504, 3.336, 9.590], [-1.001, 3.260, 7.900], [-2.756, 4.209, 10.230], [-2.882, 2.651, 9.449], [-4.619, 4.090, 8.577], [-3.486, 3.700, 7.307], [-4.153, 6.040, 7.178], [-2.434, 5.900, 7.445], [-3.321, 7.705, 8.784], [-2.747, 6.456, 9.862], [-5.678, 6.899, 9.079], [-4.948, 7.356, 10.618], [-5.115, 5.657, 10.197], [8.696, -3.298, -5.741], [8.292, -4.722, -5.364], [9.196, -5.357, -4.309], [10.661, -5.499, -4.725], [10.885, -6.299, -6.007], [10.394, -7.742, -5.921], [9.692, -3.264, -6.185], [7.998, -2.876, -6.465], [8.692, -2.649, -4.863], [8.269, -5.346, -6.262], [7.270, -4.711, -4.979], [8.795, -6.338, -4.039], [9.151, -4.754, -3.398], [11.210, -5.979, -3.908], [11.105, -4.508, -4.843], [11.955, -6.297, -6.235], [10.397, -5.798, -6.846], [10.885, -8.271, -5.102], [10.604, -8.285, -6.843], [9.318, -7.790, -5.751], [-6.689, 6.296, 4.663], [-6.506, 7.555, 3.819], [-5.480, 8.529, 4.393], [-5.824, 9.085, 5.775], [-7.162, 9.817, 5.862], [-7.246, 11.045, 4.959], [-7.064, 6.526, 5.661], [-7.398, 5.611, 4.196], [-5.740, 5.766, 4.775], [-7.470, 8.057, 3.695], [-6.184, 7.269, 2.816], [-5.342, 9.357, 3.692], [-4.511, 8.025, 4.454], [-5.027, 9.771, 6.078], [-5.816, 8.275, 6.510], [-7.322, 10.123, 6.898], [-7.978, 9.130, 5.620], [-6.453, 11.757, 5.198], [-8.201, 11.557, 5.078], [-7.147, 10.780, 3.906]],
  "forces_ev_per_angstrom": [[-0.14, 0.24, 0.13], [-0.11, 0.16, -0.09], [0.15, -0.01, 0.48], [0.00, 0.67, -0.91], [0.03, -0.27, 0.22], [-0.02, -0.23, 0.32], [0.27, 0.01, -0.22], [0.20, 0.10, -0.07], [-0.01, 0.01, 0.30], [-0.14, -0.22, 0.24], [0.63, -0.35, -0.12], [0.00, 0.14, 0.32], [-0.24, -0.01, -0.10], [0.14, -0.01, -0.42], [-0.11, 0.04, -0.05], [-0.07, 0.10, -0.02], [0.12, 0.01, -0.07], [-0.23, 0.24, 0.17], [-0.08, -0.11, -0.32], [-0.38, -0.10, 0.05], [0.14, -0.36, 0.34], [0.07, -0.02, 0.07], [-0.11, 0.02, 0.02], [0.00, 0.02, 0.01], [-0.02, 0.01, -0.01], [0.08, 0.01, 0.01], [-0.07, -0.04, -0.02], [0.02, 0.01, -0.03], [-0.02, 0.00, 0.01], [-0.02, 0.01, -0.03], [0.03, 0.01, 0.00], [0.01, -0.02, 0.02], [0.01, 0.00, -0.01], [-0.01, 0.00, 0.01], [0.02, 0.01, -0.02], [-0.01, 0.00, 0.01], [0.02, -0.02, -0.04], [-0.02, 0.00, -0.01], [0.04, 0.04, 0.02], [0.03, -0.02, -0.02], [-0.01, 0.00, 0.02], [-0.06, 0.06, -0.04], [0.04, 0.02, 0.06], [-0.01, 0.00, 0.02], [0.00, 0.00, 0.00], [-0.09, -0.05, -0.04], [0.13, -0.01, 0.02], [0.00, -0.02, -0.01], [0.02, 0.01, 0.01], [0.02, -0.03, 0.02], [-0.01, 0.00, -0.02], [0.01, 0.02, -0.01], [0.00, -0.01, -0.01], [0.00, 0.01, 0.01], [-0.01, -0.01, -0.01], [0.01, 0.01, 0.01], [0.03, -0.01, -0.01], [0.02, 0.00, 0.01], [-0.03, 0.01, 0.01], [-0.02, -0.01, -0.02], [-0.01, 0.01, 0.00], [0.07, 0.00, 0.05], [-0.06, -0.03, -0.06], [-0.01, 0.03, -0.01], [0.01, 0.01, -0.01], [0.08, 0.04, 0.00], [-0.07, -0.08, -0.04], [0.01, 0.00, -0.01], [-0.01, 0.00, 0.01], [-0.01, 0.02, -0.02], [0.02, 0.00, 0.01], [-0.02, 0.01, 0.09], [-0.17, -0.08, -0.15], [-0.03, 0.00, 0.00], [0.01, 0.02, -0.01], [0.00, -0.02, 0.00], [0.01, -0.01, -0.01], [-0.01, -0.02, 0.00], [0.00, 0.05, 0.02], [0.01, -0.01, -0.01], [-0.01, 0.00, 0.00], [-0.07, -0.01, 0.04], [0.08, -0.01, -0.03], [-0.05, -0.03, -0.03], [0.03, 0.02, -0.07], [-0.13, 0.05, 0.04], [0.08, 0.01, 0.00], [0.00, 0.02, 0.00], [0.01, -0.01, 0.01], [0.00, 0.01, -0.02], [-0.01, 0.00, 0.01], [0.00, -0.01, 0.02], [0.00, 0.01, 0.00], [0.00, -0.01, -0.01], [-0.01, 0.01, -0.01], [0.01, -0.01, 0.00], [0.02, 0.02, 0.01], [0.03, -0.03, -0.02], [-0.02, -0.02, -0.02], [0.00, 0.02, 0.01], [0.00, -0.02, 0.00], [-0.04, -0.11, -0.02], [0.01, 0.07, 0.00], [0.01, 0.00, 0.00], [0.00, -0.01, 0.02], [0.01, -0.07, 0.00], [0.02, 0.07, -0.03], [0.02, 0.00, 0.00], [-0.02, 0.03, -0.01], [0.02, 0.02, 0.02], [-0.01, -0.02, 0.00], [-0.03, 0.00, -0.01], [0.00, -0.01, 0.00], [-0.01, 0.02, 0.01], [0.01, -0.01, 0.00], [0.00, 0.01, 0.00], [0.01, -0.01, -0.02], [-0.01, 0.02, -0.01], [-0.01, -0.01, 0.03], [0.01, -0.01, -0.01], [-0.02, 0.00, 0.01], [-0.01, 0.06, -0.05], [0.01, -0.07, 0.02], [0.01, 0.01, -0.01], [0.05, -0.01, 0.05], [-0.01, 0.07, -0.03], [-0.02, -0.07, 0.04], [0.00, 0.01, 0.02], [0.00, -0.02, 0.00], [0.01, -0.01, 0.03], [-0.01, 0.01, 0.00], [-0.02, -0.01, -0.02], [0.00, 0.00, 0.00], [0.01, -0.01, 0.00], [0.00, 0.02, 0.02], [0.01, -0.01, -0.01], [-0.02, 0.00, 0.01], [-0.01, -0.02, 0.00], [0.03, 0.01, -0.01], [-0.01, 0.01, 0.01], [0.00, -0.01, -0.01]]
}